(1)
{
  "formula": "C7H13N2O4P",
  "method": "the ωB97M-V functional and the def2-TZVPD basis",
  "smiles": "NN(C(=O)P(=O)([O-])[O-])C1CCCCC1",
  "gap_ev": 5.433,
  "charge": -2,
  "e_above_lowest_kcal_mol": 33.7,
  "elements": ["C", "C", "C", "C", "C", "C", "C", "N", "N", "O", "O", "O", "O", "P", "H", "H", "H", "H", "H", "H", "H", "H", "H", "H", "H", "H", "H"],
  "positions_angstrom": [[-2.3369, -0.7867, 0.1653], [2.7584, 0.3282, 0.6001], [2.6806, -0.4165, -0.7342], [1.7374, -0.2537, 1.5263], [1.1982, -0.3465, -1.1920], [0.4144, 0.3028, 1.0501], [0.1456, -0.4757, -0.1946], [-1.2310, 1.0990, -1.3007], [-1.1054, -0.2684, -0.7765], [-4.5105, 0.1879, -1.1333], [-4.7717, -0.1918, 1.3941], [-2.1518, -1.8898, 0.6559], [-3.4139, 1.8207, 0.3770], [-3.9444, 0.4003, 0.2361], [3.8912, 0.3722, 0.8579], [2.4667, 1.3631, 0.4191], [3.3230, -0.0135, -1.5349], [2.9070, -1.5064, -0.5258], [1.6759, -1.3561, 1.2886], [1.8797, -0.2612, 2.6095], [0.7436, 0.6247, -1.6047], [1.1448, -1.0569, -2.0330], [-0.4393, 0.1420, 1.7650], [0.6363, 1.3289, 0.7737], [0.0772, -1.6047, 0.2575], [-2.0510, 1.4748, -0.7316], [-1.7242, 0.9835, -2.2148]],
  "nbo_charge": [0.3805, -0.4011, -0.3838, -0.4198, -0.4636, -0.4320, -0.0539, -0.7610, -0.4062, -1.2350, -1.2158, -0.6524, -1.2275, 2.3067, 0.1711, 0.1948, 0.1881, 0.1773, 0.1867, 0.1977, 0.2569, 0.1944, 0.2388, 0.1959, 0.1929, 0.4286, 0.3416]
}

=====

(2)
{
  "formula": "C8H28AlN14O10",
  "method": "the ωB97M-V functional and the def2-TZVPD basis",
  "gap_ev": 1.989,
  "charge": 1,
  "elements": ["Al", "C", "O", "O", "O", "C", "O", "N", "N", "H", "H", "H", "H", "C", "O", "N", "N", "H", "H", "H", "H", "C", "O", "N", "N", "H", "H", "H", "H", "C", "O", "N", "N", "H", "H", "H", "H", "C", "O", "N", "N", "H", "H", "H", "H", "C", "O", "N", "N", "H", "H", "H", "H", "C", "O", "N", "N", "H", "H", "H", "H"],
  "positions_angstrom": [[3.9161, 1.0341, -4.7707], [0.9975, 0.6822, -0.7145], [1.2662, -0.2351, -1.4370], [0.2196, 0.5194, 0.2469], [1.4261, 1.7858, -1.0906], [-4.9946, 0.7037, 2.3420], [-5.8474, 0.0569, 2.8397], [-4.4900, 1.6131, 3.0767], [-4.5371, 0.5303, 1.1240], [-5.0126, 1.8356, 3.9118], [-3.6496, 2.0370, 2.7104], [-3.5442, 0.7150, 1.1155], [-4.9395, -0.2968, 0.7068], [-1.6944, 5.7286, -0.1128], [-2.1214, 6.8693, 0.0042], [-1.0610, 5.3406, -1.1464], [-1.7403, 4.7551, 0.7597], [-0.5489, 4.4758, -1.2460], [-1.1391, 5.8969, -1.9858], [-1.9392, 5.1368, 1.6734], [-1.1789, 3.9409, 0.5546], [5.4749, -3.5657, -0.5862], [5.7062, -2.5847, -1.3127], [6.3412, -4.4922, -0.2613], [4.4146, -3.7139, 0.1064], [7.3167, -4.3305, -0.4671], [6.0846, -4.9952, 0.5762], [3.6348, -3.0770, 0.1856], [4.2995, -4.5649, 0.6382], [-1.6617, -0.2982, -6.3187], [-0.5219, 0.1128, -6.3577], [-2.4944, -0.0759, -7.2886], [-2.2394, -0.6900, -5.2547], [-3.3900, -0.5310, -7.1841], [-2.1578, 0.3638, -8.1333], [-1.6325, -0.8621, -4.4659], [-3.1927, -1.0222, -5.2216], [2.6316, 4.9842, 2.8329], [2.7339, 5.8690, 3.6432], [1.7749, 4.0239, 2.8710], [3.0838, 5.0763, 1.6653], [1.7051, 3.4195, 2.0649], [1.0605, 4.1935, 3.5645], [3.2970, 5.9951, 1.3039], [2.6819, 4.3617, 1.0754], [0.6786, -2.9142, 4.7649], [0.9525, -3.5055, 5.7998], [-0.4954, -3.0331, 4.3046], [1.4365, -2.1133, 4.0170], [-0.8083, -2.2837, 3.7041], [-1.2039, -3.3902, 4.9296], [0.8988, -1.7900, 3.2255], [2.3915, -1.9055, 4.2720], [-1.2518, -4.8978, -1.2797], [-1.7086, -6.0066, -1.0205], [-0.9252, -4.0164, -0.3800], [-1.0410, -4.4921, -2.4609], [-0.9517, -4.3145, 0.5846], [-0.4804, -3.2066, -0.7879], [-1.4015, -5.1130, -3.1713], [-0.4285, -3.7388, -2.7391]],
  "nbo_charge": [0.9983, 0.8772, -0.2864, -0.3203, -0.3279, 0.7322, -0.6401, -0.8108, -0.8231, 0.4329, 0.3690, 0.3646, 0.4124, 0.7372, -0.6443, -0.8177, -0.8300, 0.3661, 0.4082, 0.4141, 0.3701, 0.7498, -0.7148, -0.8082, -0.8028, 0.4143, 0.3795, 0.3998, 0.3826, 0.7427, -0.7233, -0.8073, -0.8045, 0.3836, 0.4197, 0.3944, 0.3954, 0.7308, -0.6377, -0.8295, -0.7943, 0.3612, 0.4197, 0.4178, 0.3462, 0.7384, -0.6546, -0.8045, -0.8442, 0.3526, 0.4187, 0.3722, 0.4228, 0.7320, -0.6622, -0.8275, -0.8239, 0.4234, 0.3669, 0.4165, 0.3763]
}

=====

(3)
{
  "formula": "CH3IN4",
  "method": "the ωB97M-V functional and the def2-TZVPD basis",
  "gap_ev": 9.951,
  "charge": 0,
  "e_above_lowest_kcal_mol": 40.0,
  "elements": ["C", "N", "N", "N", "N", "I", "H", "H", "H"],
  "positions_angstrom": [[1.0114, -0.0515, -0.4081], [0.2761, 0.0913, -1.5815], [-0.7068, 0.7572, -1.2816], [0.4274, 0.6509, 0.5614], [-0.5945, 1.2534, -0.0051], [2.7435, -1.2062, -0.4168], [-0.9638, -1.6829, 0.8668], [-0.9784, -1.6226, 1.7277], [-1.2150, 1.8103, 0.5373]],
  "nbo_charge": [0.0721, -0.2380, -0.0224, -0.2579, -0.2058, 0.2279, -0.0129, 0.0114, 0.4255]
}

=====

(4)
{
  "formula": "C2H4N2",
  "method": "the ωB97M-V functional and the def2-TZVPD basis",
  "smiles": "C=NN=C",
  "gap_ev": 10.686,
  "charge": 0,
  "e_above_lowest_kcal_mol": 48.1,
  "elements": ["C", "C", "H", "H", "H", "H", "N", "N"],
  "positions_angstrom": [[0.0237, 0.6373, 1.4565], [-0.3509, -0.9704, -1.2032], [0.5920, 0.6748, 2.3892], [-1.0553, 0.8669, 1.4312], [0.0405, -1.8768, -0.6890], [-0.9191, -1.0931, -2.1372], [0.6333, 0.2590, 0.3947], [-0.1611, 0.2306, -0.7538]],
  "nbo_charge": [-0.1022, -0.1042, 0.1893, 0.1675, 0.1699, 0.1879, -0.2550, -0.2532]
}

=====

(5)
{
  "formula": "C19H76N38O19",
  "method": "the ωB97M-V functional and the def2-TZVPD basis",
  "gap_ev": 8.289,
  "charge": 0,
  "e_above_lowest_kcal_mol": 280.0,
  "elements": ["C", "O", "N", "N", "H", "H", "H", "H", "C", "O", "N", "N", "H", "H", "H", "H", "C", "O", "N", "N", "H", "H", "H", "H", "C", "O", "N", "N", "H", "H", "H", "H", "C", "O", "N", "N", "H", "H", "H", "H", "C", "O", "N", "N", "H", "H", "H", "H", "C", "O", "N", "N", "H", "H", "H", "H", "C", "O", "N", "N", "H", "H", "H", "H", "C", "O", "N", "N", "H", "H", "H", "H", "C", "O", "N", "N", "H", "H", "H", "H", "C", "O", "N", "N", "H", "H", "H", "H", "C", "O", "N", "N", "H", "H", "H", "H", "C", "O", "N", "N", "H", "H", "H", "H", "C", "O", "N", "N", "H", "H", "H", "H", "C", "O", "N", "N", "H", "H", "H", "H", "C", "O", "N", "N", "H", "H", "H", "H", "C", "O", "N", "N", "H", "H", "H", "H", "C", "O", "N", "N", "H", "H", "H", "H", "C", "O", "N", "N", "H", "H", "H", "H"],
  "positions_angstrom": [[-7.3514, -13.0151, 4.0823], [-7.7308, -11.9837, 4.6493], [-6.1083, -13.5170, 4.0858], [-8.1348, -13.9353, 3.4811], [-6.1238, -14.5140, 3.9254], [-5.3567, -12.8930, 4.3424], [-9.0562, -13.6018, 3.2364], [-7.7767, -14.7785, 3.0558], [-12.6076, -8.2976, 0.7906], [-12.6415, -9.4896, 0.5976], [-13.2715, -7.4478, 0.0834], [-11.8569, -7.8008, 1.7508], [-13.2589, -6.5080, 0.4531], [-13.7417, -7.7926, -0.7413], [-11.2146, -8.3970, 2.2528], [-11.9946, -6.8508, 2.0647], [-16.2283, -13.1962, 5.0945], [-15.9788, -12.6441, 6.1352], [-15.6385, -12.9290, 3.9512], [-17.1143, -14.0886, 4.8762], [-15.8348, -13.3667, 3.0623], [-14.9215, -12.2303, 4.0847], [-17.5964, -14.2480, 4.0031], [-17.6836, -14.3994, 5.6504], [-11.6772, -14.6314, 1.6518], [-11.3130, -13.5075, 1.9871], [-11.7223, -15.6875, 2.3558], [-12.2861, -14.7800, 0.5112], [-11.6163, -15.5197, 3.3461], [-12.1683, -16.5736, 2.1659], [-12.1270, -14.0899, -0.2089], [-12.0674, -15.7224, 0.2210], [-13.2604, -10.4930, 4.6365], [-14.4507, -10.2155, 4.3830], [-12.5560, -10.2598, 5.7403], [-12.5125, -11.1394, 3.6899], [-13.0024, -9.7804, 6.5090], [-11.6614, -10.7281, 5.7624], [-11.5178, -11.1753, 3.8612], [-12.8939, -11.3717, 2.7840], [-8.7867, -9.6549, 10.6594], [-8.8169, -10.7813, 11.0892], [-7.7201, -8.9440, 10.6488], [-9.6676, -9.1450, 9.8604], [-7.7057, -8.1258, 10.0568], [-6.8610, -9.3370, 11.0061], [-10.6330, -9.4038, 10.0058], [-9.5152, -8.2324, 9.4554], [-8.5747, -8.4225, 5.1231], [-8.6145, -7.1888, 5.0231], [-7.8851, -9.2184, 4.4104], [-9.2786, -9.0191, 6.0434], [-7.3035, -8.7392, 3.7379], [-7.9550, -10.2098, 4.5905], [-9.3961, -10.0194, 5.9680], [-9.7542, -8.3526, 6.6347], [-13.0134, -8.8188, 9.1408], [-12.5200, -9.2852, 10.2172], [-14.2615, -9.0605, 8.7509], [-12.3480, -8.0257, 8.2483], [-14.8498, -9.4303, 9.4839], [-14.6999, -8.6628, 7.9325], [-12.8133, -7.4931, 7.5273], [-11.3937, -7.7134, 8.3572], [-11.4274, -14.8825, 5.7522], [-12.0188, -15.7539, 5.1710], [-11.3362, -13.6135, 5.4279], [-10.6724, -15.0044, 6.8096], [-11.8137, -13.1830, 4.6489], [-10.5350, -13.1118, 5.7833], [-10.2722, -14.2102, 7.2882], [-10.4308, -15.9691, 6.9859], [-10.0984, -10.9164, -1.3895], [-9.5300, -10.0532, -0.6987], [-11.3159, -11.2476, -1.1480], [-9.6706, -11.5562, -2.3568], [-11.7953, -11.8166, -1.8310], [-11.8113, -10.6513, -0.5006], [-8.6685, -11.6676, -2.4152], [-10.3270, -12.1476, -2.8462], [-17.3323, -9.0055, 7.4634], [-17.2304, -9.1106, 8.6437], [-16.5547, -9.5599, 6.5763], [-18.0893, -8.0363, 6.9594], [-16.8758, -9.4720, 5.6227], [-15.9465, -10.3244, 6.8328], [-18.3300, -8.2139, 5.9947], [-18.9018, -7.7264, 7.4729], [-14.5148, -14.2759, 8.9429], [-14.2214, -14.7654, 9.9748], [-14.0141, -13.1009, 8.6753], [-15.2475, -14.7155, 7.9577], [-14.3363, -12.6387, 7.8371], [-13.7662, -12.5000, 9.4483], [-15.5219, -14.0809, 7.2214], [-15.6020, -15.6553, 8.0638], [-19.7375, -10.8683, 2.7626], [-20.2391, -11.9782, 2.6262], [-18.5100, -10.7064, 3.0721], [-20.3720, -9.7650, 2.6544], [-18.0614, -11.5864, 3.2829], [-18.0587, -9.8029, 3.0633], [-20.0164, -8.9308, 3.0991], [-21.2771, -9.7351, 2.2072], [-14.2471, -5.9682, 5.5725], [-13.6166, -6.1998, 6.5980], [-14.2204, -4.8184, 5.0039], [-14.8315, -6.8624, 4.7337], [-13.6443, -4.0856, 5.3927], [-14.4974, -4.7429, 4.0355], [-14.7770, -7.8567, 4.9030], [-15.1900, -6.4094, 3.9053], [-14.4707, -9.9141, -3.1059], [-13.4845, -9.4551, -2.6297], [-14.8309, -9.8011, -4.3475], [-15.2887, -10.5995, -2.3917], [-14.0704, -9.4992, -4.9396], [-15.7942, -9.5776, -4.5530], [-16.1382, -11.0176, -2.7431], [-14.9855, -10.9250, -1.4849], [-17.5327, -8.1391, 0.2274], [-17.7840, -6.9699, 0.4300], [-18.3112, -9.0001, -0.4313], [-16.4407, -8.6676, 0.5750], [-19.2036, -8.7248, -0.8161], [-17.9843, -9.9538, -0.3707], [-15.7134, -8.1309, 1.0259], [-16.2759, -9.6421, 0.3670], [-9.4024, -11.9942, 7.5206], [-10.0218, -11.4839, 6.6002], [-9.8431, -12.1149, 8.7738], [-8.1866, -12.4857, 7.3487], [-10.7152, -11.6350, 8.9449], [-9.2346, -12.5871, 9.4271], [-7.9192, -12.5426, 6.3763], [-7.3827, -12.5070, 7.9598], [-14.8744, -12.3489, 0.8884], [-15.7300, -11.6105, 0.5949], [-13.6266, -11.9697, 1.2180], [-15.0646, -13.6073, 1.0265], [-13.4618, -10.9816, 1.0895], [-12.8283, -12.5831, 1.2994], [-15.9985, -13.9760, 0.9168], [-14.1877, -14.1066, 0.9830], [-14.3572, -6.5554, 12.0234], [-14.5478, -5.5479, 12.6679], [-14.1061, -7.7312, 12.4383], [-13.9960, -6.4484, 10.7909], [-13.5062, -8.2040, 11.7775], [-13.9508, -7.8028, 13.4337], [-13.9618, -7.3554, 10.3478], [-13.8230, -5.6717, 10.1688]],
  "mulliken_charge": [0.7469, -0.9575, -0.4715, -0.3439, 0.1456, 0.2629, 0.0997, 0.2051, 0.5200, -0.9770, -0.3458, -0.3310, 0.1398, 0.2342, 0.1020, 0.1219, 0.6659, -0.8172, 0.2691, -0.3002, -0.0079, -0.5503, 0.1748, 0.2695, 0.8262, -0.6080, -0.3728, -0.4944, -0.0474, 0.2455, 0.0952, 0.2513, 0.0624, -0.2569, 1.2287, 1.0250, -0.1984, -0.4682, -0.0606, -0.4239, 0.6805, -0.6902, -0.4350, -0.1428, 0.1575, 0.2382, 0.0330, 0.1924, 0.5069, -0.8276, -0.1943, 0.0483, 0.2245, 0.2824, -0.1115, 0.0353, -0.3394, -0.8569, 0.4080, 0.2131, 0.3386, -0.2586, 0.0158, 0.1737, 0.4914, -0.8415, 0.9764, -0.2092, -0.5822, -0.3033, 0.2460, 0.2307, 0.6587, -0.7248, 0.3878, -0.3409, 0.1550, -0.3199, 0.2834, 0.1526, 0.6523, -0.6701, 0.4136, -0.4164, -0.2079, -0.0925, 0.1114, 0.2718, 0.5101, -0.7198, -0.1150, -0.2969, 0.0539, 0.1446, 0.2777, 0.1853, 0.6685, -0.7443, 0.0218, -0.3355, 0.0386, 0.0279, 0.1509, 0.2241, 0.6567, -0.7836, -0.4482, -0.1827, 0.2670, 0.1039, 0.0132, 0.1424, 0.5583, -0.5858, -0.5096, -0.2335, 0.2493, 0.1954, 0.1967, 0.0180, 0.6246, -0.7727, -0.2889, 0.3855, 0.1915, 0.1423, -0.0880, -0.0629, -0.6289, 0.6624, -0.0968, -0.1446, 0.0173, 0.2014, 0.0915, 0.2393, 0.2218, -0.6272, 0.4102, -0.4954, 0.1302, -0.1798, 0.2874, 0.0412, 0.6111, -0.7079, -0.3420, -0.1647, 0.2405, 0.2485, 0.2710, 0.1596]
}

=====

(6)
{
  "formula": "C19H42IrNO3P3",
  "method": "the ωB97M-V functional and the def2-TZVPD basis",
  "gap_ev": [4.811, 2.439],
  "charge": 4,
  "e_above_lowest_kcal_mol": 105.5,
  "spin_multiplicity": 6,
  "elements": ["Ir", "P", "P", "P", "H", "C", "C", "H", "C", "C", "C", "C", "C", "C", "C", "C", "C", "H", "H", "H", "H", "H", "H", "H", "H", "H", "H", "H", "H", "H", "H", "H", "H", "H", "H", "H", "H", "H", "H", "H", "H", "H", "H", "H", "H", "H", "C", "C", "C", "C", "C", "C", "O", "H", "H", "H", "H", "H", "H", "N", "C", "C", "O", "O", "H", "H", "H", "H", "H"],
  "positions_angstrom": [[0.2884, -0.2019, 0.7651], [-1.6639, -1.4641, 0.5948], [1.6193, -0.7638, 2.5461], [1.3299, -1.5019, -0.5498], [-0.3110, 4.1337, -0.0267], [-0.6544, 3.4684, -0.8117], [-1.6662, 2.6176, -0.6498], [-1.5645, 1.7697, 0.0146], [-3.1327, -0.5474, 1.1267], [-1.6831, -2.9132, 1.6964], [-2.1425, -1.9782, -1.0760], [2.7650, 0.6460, 2.5783], [0.4994, -0.6274, 3.9761], [2.6097, -2.2779, 2.8492], [0.8443, -1.5354, -2.2876], [1.3897, -3.2872, -0.2148], [3.0718, -1.0431, -0.6089], [-0.2836, 3.7412, -1.8107], [-2.5723, 2.7323, -1.2872], [-3.2645, 0.3965, 0.5813], [-3.1032, -0.3440, 2.2051], [-3.9941, -1.1861, 0.9152], [-1.5840, -2.5908, 2.7372], [-0.8939, -3.6321, 1.4727], [-2.6499, -3.4096, 1.5704], [-2.0863, -1.1626, -1.8034], [-3.1830, -2.2965, -1.0257], [-1.5359, -2.8158, -1.4186], [2.7173, 1.0900, 3.5802], [2.4191, 1.3901, 1.8477], [3.7816, 0.3151, 2.3293], [0.7745, -1.4188, 4.6856], [-0.5434, -0.7885, 3.6673], [0.6078, 0.3604, 4.4429], [3.4192, -2.3623, 2.1105], [1.9540, -3.1562, 2.7770], [3.0518, -2.2185, 3.8609], [1.3242, -2.4114, -2.7424], [1.1740, -0.6283, -2.8062], [-0.2370, -1.6270, -2.4373], [1.5943, -3.7806, -1.1760], [0.4474, -3.6752, 0.1825], [2.2108, -3.4928, 0.4767], [3.4456, -1.2841, -1.6101], [3.6550, -1.6142, 0.1189], [3.1815, 0.0301, -0.4287], [-0.7081, 1.0683, -3.4749], [0.5778, 1.6923, -3.1636], [1.5876, 1.7194, -4.1445], [1.4050, 1.0293, -5.3764], [0.2033, 0.3803, -5.6559], [-0.8346, 0.4941, -4.7313], [-1.9996, 1.1110, -2.9146], [-2.1610, 1.1073, -1.9474], [0.8016, 2.2109, -2.2252], [2.4487, 2.3738, -4.0242], [2.2060, 1.0210, -6.1191], [-0.0144, -0.2094, -6.5675], [-1.8444, 0.1125, -4.8959], [-2.1498, 2.6705, 3.1514], [-1.1702, 3.3536, 2.2580], [-0.2957, 2.2849, 1.6854], [0.8295, 2.4179, 1.1958], [-0.8804, 1.1166, 1.6649], [-2.8551, 2.1511, 2.6073], [-2.6508, 3.3209, 3.7500], [-1.6763, 1.9871, 3.7581], [-1.6816, 3.8609, 1.4401], [-0.5637, 4.0715, 2.7924]],
  "nbo_charge": [0.1775, 1.1619, 1.0734, 1.1713, 0.2287, -0.3836, -0.4605, 0.2115, -0.9607, -0.9572, -0.9692, -0.9769, -0.9592, -0.9411, -0.9668, -0.9585, -0.9729, 0.2033, 0.2202, 0.2336, 0.2531, 0.2789, 0.2672, 0.2623, 0.2830, 0.2166, 0.2823, 0.2659, 0.2731, 0.2725, 0.2772, 0.2873, 0.2315, 0.2570, 0.2550, 0.2614, 0.2933, 0.2795, 0.1969, 0.2431, 0.2630, 0.2424, 0.2717, 0.2624, 0.2731, 0.2514, 0.3730, -0.0283, -0.0194, -0.0798, -0.0120, -0.0203, -0.5252, 0.5449, 0.2924, 0.3026, 0.3092, 0.3154, 0.2992, -0.6563, -0.3549, 0.7731, -0.6182, -0.8189, 0.4553, 0.4700, 0.4560, 0.2760, 0.2905]
}